Run one
The following is a DFT calculation (ωB97M-V/def2-TZVPD) of an isolated molecule of C17H18N2O2.

Geometry as ORCA input:
```
! wB97M-V def2-TZVPD RIJCOSX def2/J DEFGRID3
* xyz 0 1
O 3.223 0.161 -1.667
C 2.215 0.689 -1.247
C 1.290 1.500 -2.170
N -0.080 1.609 -1.749
C -0.535 2.818 -1.110
C -2.049 2.916 -1.300
O -2.692 1.822 -0.700
C -2.168 0.603 -1.072
C -2.963 -0.516 -0.887
C -2.510 -1.769 -1.258
C -1.258 -1.896 -1.832
C -0.447 -0.788 -2.000
C -0.876 0.482 -1.612
N 1.840 0.657 0.045
C 2.556 -0.095 1.053
C 1.618 -0.892 1.919
C 0.540 -1.562 1.354
C -0.336 -2.279 2.148
C -0.139 -2.343 3.517
C 0.939 -1.687 4.087
C 1.809 -0.961 3.293
H 1.712 2.506 -2.245
H 1.349 1.049 -3.167
H -0.320 2.835 -0.028
H -0.045 3.679 -1.571
H -2.275 2.946 -2.375
H -2.450 3.810 -0.820
H -3.940 -0.377 -0.453
H -3.136 -2.635 -1.110
H -0.896 -2.865 -2.141
H 0.534 -0.917 -2.428
H 0.959 1.056 0.324
H 3.249 -0.753 0.517
H 3.149 0.588 1.673
H 0.384 -1.523 0.286
H -1.174 -2.785 1.692
H -0.822 -2.903 4.138
H 1.099 -1.735 5.154
H 2.646 -0.445 3.743
*
```

Its LUMO energy is 0.698 eV. The calculation puts the highest occupied orbital energy at -7.83 eV. The HOMO-LUMO gap is 8.53 eV.

=====

Run two
The following is a DFT calculation (ωB97M-V/def2-TZVPD) of a cluster of 2 separate species, C17H18N2O2 in total.

Geometry as ORCA input:
```
! wB97M-V def2-TZVPD RIJCOSX def2/J DEFGRID3
* xyz 0 1
C -1.070 -1.144 1.968
C -0.751 0.192 2.605
C -1.334 1.444 1.992
N 0.705 0.345 2.531
O 1.192 1.511 2.523
O 1.407 -0.701 2.576
H -2.045 -1.111 1.432
H -0.248 -1.364 1.222
H -1.097 -1.966 2.718
H -2.285 1.251 1.454
H -1.528 2.254 2.735
H -0.584 1.830 1.256
C -0.222 -1.438 5.132
C -0.731 -0.101 4.723
N -0.149 0.973 5.287
C -0.790 2.213 5.494
C -2.145 2.508 5.356
C -2.567 3.794 5.784
C -1.636 4.730 6.284
C -0.270 4.402 6.383
C 0.158 3.127 6.012
C 1.440 2.459 6.058
C 1.238 1.128 5.595
C 2.295 0.237 5.536
C 3.573 0.693 5.931
C 3.766 1.999 6.399
C 2.699 2.901 6.469
H -1.049 -2.162 5.110
H 0.503 -1.796 4.386
H 0.268 -1.431 6.125
H -1.787 0.013 4.471
H -2.853 1.772 4.944
H -3.624 4.065 5.719
H -1.985 5.723 6.592
H 0.474 5.117 6.716
H 2.151 -0.791 5.207
H 4.421 0.010 5.883
H 4.751 2.330 6.711
H 2.788 3.935 6.800
*
```

Its LUMO energy is 0.119 eV. The calculation puts the highest occupied orbital energy at -7.74 eV. The HOMO-LUMO gap is 7.86 eV.

=====

Of the structures shown above, run one is the most stable.